[1]
The following is a DFT calculation (ωB97M-V with the def2-TZVPD basis set) of a structure of composition C3H4KO4.

The geometry in XYZ format:
```
12
Properties=species:S:1:pos:R:3:forces:R:3:mulliken_charge:R:1
O -1.6121 -1.4145 0.0398 1.386 1.349 -0.244 -0.58
C -2.8958 -0.9058 0.1369 0.617 -0.584 0.470 -0.27
C -2.7986 0.5977 -0.0985 0.056 -0.017 -0.154 -0.44
O -1.5942 1.0137 0.5286 -0.518 -0.546 0.361 -0.38
C -0.5121 0.2252 0.2109 0.133 1.247 0.733 1.05
O 0.4330 0.2648 1.0950 -0.430 -0.998 -0.796 -0.74
K 2.8684 0.0458 -0.3682 -1.013 0.014 0.227 0.92
H -3.2337 -1.1074 1.1748 -0.309 0.215 -0.279 0.24
H -3.5737 -1.4046 -0.5753 -0.026 0.260 0.131 0.27
H -3.6347 1.1299 0.3715 0.307 0.089 -0.241 0.26
H -2.7221 0.8069 -1.1749 -0.218 0.023 0.126 0.26
O -0.0209 0.3676 -0.9801 0.015 -1.053 -0.332 -0.59
```
Forces are in eV/Å.

The LUMO energy (spin up / spin down) is -1.09 / -1.39 eV. The spin multiplicity is 2. The HOMO energy (spin up / spin down) is -8.21 / -7.22 eV. For the relative energy (zero: lowest compared OMol25 entry of this formula, charge and spin), the calculation gives 38.5 kcal/mol. Its gap between HOMO and LUMO (spin up / spin down) is 7.13 / 5.83 eV. The expectation value of S² is 0.763.


[2]
The following is a DFT calculation (ωB97M-V with the def2-TZVPD basis set) of a cluster of 2 separate species, C5H14NO in total.

The geometry in XYZ format:
```
21
Properties=species:S:1:pos:R:3:forces:R:3:mulliken_charge:R:1
C -1.6130 1.7766 -2.5684 1.696 -0.636 1.855 -0.98
C -1.2435 0.3111 -2.2392 -0.395 -0.568 0.330 -0.59
C 0.1241 0.0052 -1.5740 -0.407 0.501 -0.960 -0.67
C 0.3998 0.3969 -0.1653 1.321 -1.003 -0.242 -0.08
C 0.9983 -0.5028 0.6210 -0.566 1.259 -0.434 -0.31
N 1.3947 -0.1265 1.9680 0.491 -0.472 2.120 -0.23
H -2.5650 2.0222 -2.1164 -0.646 -0.050 -0.991 0.32
H -1.4071 1.9604 -3.6108 -0.477 0.643 -0.119 0.31
H -0.9740 2.3856 -1.9014 0.232 0.186 -0.751 0.26
H -1.1821 -0.3398 -3.1137 -0.407 0.355 -0.249 0.37
H -2.0748 -0.0701 -1.6566 0.066 -0.472 0.328 0.34
H 0.8256 0.5153 -2.2510 0.269 -0.010 0.428 0.29
H 0.3328 -1.0612 -1.6803 -0.090 0.019 0.014 0.34
H 0.3859 1.4379 0.1253 -0.563 0.137 0.232 0.26
H 1.3066 -1.4993 0.3524 -0.272 -0.146 0.002 0.36
H 0.9171 -0.6693 2.7122 -0.311 -0.632 -0.245 0.25
H 1.2082 0.8250 2.2767 0.014 0.447 -0.700 0.39
H 2.3777 -0.3245 2.1987 -0.013 0.203 -0.474 0.39
H -0.1271 -1.8974 4.7356 -0.172 -0.083 0.273 0.32
H 0.5143 -3.0579 3.9267 -0.141 0.726 0.095 0.31
O 0.4015 -2.0875 3.9605 0.372 -0.402 -0.509 -0.66
```
Forces are in eV/Å.

The LUMO energy is -3.27 eV. The HOMO energy is -13.92 eV. For the relative energy (zero: lowest compared OMol25 entry of this formula, charge and spin), the calculation gives 38.2 kcal/mol. Its gap between HOMO and LUMO is 10.65 eV. As for the net charge: +1.


[3]
The following is a DFT calculation (ωB97M-V with the def2-TZVPD basis set) of the molecule C4H6N2.

The geometry in XYZ format:
```
12
Properties=species:S:1:pos:R:3:forces:R:3:mulliken_charge:R:1
C -1.9018 -0.2349 -0.0092 -0.044 0.005 -0.016 -0.97
C -0.4130 -0.1242 -0.0973 -0.123 0.122 0.109 0.58
C 0.3618 0.9823 0.1139 -0.081 -0.032 0.037 -0.51
N 1.6655 0.5395 0.0567 0.014 -0.046 0.067 -0.07
C 1.6156 -0.7971 -0.1834 0.120 -0.080 -0.006 -0.21
N 0.3864 -1.2304 -0.2945 0.100 0.186 0.073 -0.59
H -2.3608 0.7551 0.0823 0.069 -0.168 -0.046 0.28
H -2.1705 -0.8157 0.8810 0.001 0.077 -0.155 0.23
H -2.3310 -0.7463 -0.8765 0.120 0.094 0.093 0.28
H 0.1127 2.0205 0.2807 0.023 -0.186 0.040 0.37
H 2.4787 1.0660 0.3316 -0.066 -0.062 -0.219 0.20
H 2.5091 -1.4017 -0.2739 -0.132 0.090 0.022 0.40
```
Forces are in eV/Å.

The LUMO energy is 0.94 eV. The HOMO energy is -8.60 eV. For the relative energy (zero: lowest compared OMol25 entry of this formula, charge and spin), the calculation gives 0.5 kcal/mol. Its gap between HOMO and LUMO is 9.55 eV.


[4]
The following is a DFT calculation (ωB97M-V with the def2-TZVPD basis set) of the molecule C4H7NO2.

The geometry in XYZ format:
```
14
Properties=species:S:1:pos:R:3:forces:R:3:mulliken_charge:R:1
C 0.5541 -0.2775 0.2421 1.040 1.378 1.128 0.78
C -0.7599 0.3630 0.5540 -0.072 -0.059 -0.862 -0.48
C 1.1499 -1.4569 0.9022 0.005 -0.161 -0.418 -1.18
C -0.7439 1.2955 -0.6466 -0.460 -1.795 -0.822 -0.02
O 1.3026 0.5363 -0.4092 -1.292 -1.384 0.127 -0.09
O -1.2385 0.0946 -1.7096 0.215 1.445 0.880 -0.67
N 0.5565 1.6345 -0.9370 0.211 0.800 -0.022 -0.60
H -0.9221 0.3907 -2.5718 0.031 0.115 0.079 0.30
H -0.7359 0.8826 1.5187 0.302 -0.110 0.063 0.31
H -1.5937 -0.3345 0.5318 -0.016 0.091 -0.019 0.30
H -1.4258 2.1447 -0.6876 0.052 -0.312 -0.192 0.38
H 2.1654 -1.6231 0.5499 -0.029 -0.048 -0.022 0.34
H 0.5248 -2.3249 0.6770 0.129 -0.033 0.083 0.32
H 1.1665 -1.3248 1.9861 -0.116 0.074 -0.003 0.30
```
Forces are in eV/Å.

The LUMO energy (spin up / spin down) is 0.00 / 0.01 eV. The HOMO energy (spin up / spin down) is -7.99 / -7.99 eV. For the relative energy (zero: lowest compared OMol25 entry of this formula, charge and spin), the calculation gives 108.3 kcal/mol. Its gap between HOMO and LUMO (spin up / spin down) is 7.99 / 7.99 eV.


[5]
The following is a DFT calculation (ωB97M-V with the def2-TZVPD basis set) of a cluster of 2 separate species, BrH3Si in total.

The geometry in XYZ format:
```
5
Properties=species:S:1:pos:R:3:forces:R:3:mulliken_charge:R:1
Si 0.1008 -0.0033 0.0243 1.718 -2.015 -0.441 0.47
Br 3.6096 0.0034 -0.0015 -0.961 -0.057 0.254 -0.44
H 1.0433 0.9378 -0.4469 0.369 0.841 -0.704 -0.02
H 0.3090 -1.4781 -0.2269 -0.254 0.886 0.014 0.02
H -1.0220 0.3707 0.7890 -0.873 0.346 0.877 -0.03
```
Forces are in eV/Å.

The LUMO energy (spin up / spin down) is -2.26 / -3.07 eV. The HOMO energy (spin up / spin down) is -9.28 / -8.27 eV. For the relative energy (zero: lowest compared OMol25 entry of this formula, charge and spin), the calculation gives 84.2 kcal/mol. Its gap between HOMO and LUMO (spin up / spin down) is 7.02 / 5.20 eV.


[6]
The following is a DFT calculation (ωB97M-V with the def2-TZVPD basis set) of a cluster of 4 separate species, C32H58BrFN5O5S5 in total.

The geometry in XYZ format:
```
107
Properties=species:S:1:pos:R:3:forces:R:3:mulliken_charge:R:1
C 1.6364 6.9847 0.7876 -0.485 -0.343 -0.638 -1.11
C 2.4948 6.4541 -0.3598 0.247 -0.301 0.708 -0.67
C 2.8185 4.9594 -0.1531 -0.339 0.239 -0.362 -0.14
C 1.8796 4.0322 -0.9487 0.666 -0.327 0.276 -0.34
N 1.1436 3.0632 -0.0965 -0.034 0.220 -0.103 0.30
C 1.6990 1.7762 -0.0127 0.012 -0.473 0.029 -0.04
C 2.4138 1.4092 1.1502 -0.059 0.494 0.004 -0.70
C 2.5580 2.3449 2.3306 0.196 -0.450 0.425 0.30
C 4.0133 2.7305 2.6157 -0.576 -0.305 -0.402 -1.48
F 2.0618 1.6317 3.4245 -0.088 -0.020 0.068 -0.32
N 2.9833 0.2420 1.3003 -0.027 0.092 -0.115 -1.05
N 2.8463 -0.6353 0.3306 0.364 -0.553 -0.422 0.98
C 3.5343 -1.9150 0.6103 0.008 -0.228 0.610 -1.37
C 2.6101 -2.9027 1.3313 0.324 -0.165 0.703 -0.56
C 2.8259 -2.9138 2.8571 -0.201 0.509 0.104 -1.05
C 1.8494 -1.9971 3.6095 0.529 0.081 -0.309 -0.50
O 2.6059 -1.1236 4.4618 0.464 -0.773 0.056 -0.26
C 1.9500 -0.7048 5.5497 0.083 0.620 0.328 0.74
C 2.8132 -0.2046 6.6542 0.621 -0.045 0.171 -1.09
O 0.7599 -0.7015 5.6323 -1.086 -0.300 -0.119 -0.57
C 2.1567 -0.4548 -0.7969 -0.277 0.789 -0.069 0.71
C 2.0195 -1.5684 -1.7854 -0.455 -0.434 -0.182 -1.43
Br 3.1450 -1.1501 -3.3393 0.030 0.084 0.145 0.00
C 0.5341 -1.9374 -2.0784 0.365 0.172 -0.281 0.58
C 0.1640 -2.0909 -3.5462 -0.159 -0.210 0.368 -1.88
C 1.5564 0.8149 -1.0047 -0.012 -0.176 -0.050 0.72
C 0.7748 1.1424 -2.2478 -0.535 0.258 0.137 -0.60
C -0.7703 1.0862 -2.0739 0.106 -0.058 -0.481 -1.19
C -1.4884 2.4465 -2.1178 0.208 0.067 0.368 -0.88
S -2.4861 2.5089 -0.6198 -0.232 -0.275 0.328 0.02
C -3.1911 4.0947 -0.5730 0.404 0.194 -0.495 -0.02
S -2.8906 5.2821 -1.6233 -0.140 0.051 -0.164 -0.16
N -4.0747 4.2320 0.5052 -0.437 -0.077 0.842 0.27
C -3.7725 4.1824 1.8585 -0.287 -0.065 0.518 -0.14
C -4.9468 4.3869 2.5172 -0.284 0.019 -0.781 -0.67
N -5.9907 4.5365 1.6116 0.607 -0.175 -0.233 -0.56
C -5.4373 4.4422 0.4332 0.040 0.156 0.154 -0.11
H 2.0384 6.6827 1.7485 0.198 0.229 0.188 0.30
H 0.6433 6.5361 0.7130 -0.129 0.004 0.113 0.22
H 1.5006 8.0588 0.7260 0.078 0.156 0.167 0.40
H 3.4197 7.0230 -0.4055 0.087 0.073 -0.125 0.35
H 1.9735 6.5683 -1.3060 0.040 0.227 -0.191 0.37
H 2.7088 4.7054 0.8939 0.019 0.069 0.257 -0.39
H 3.8556 4.7636 -0.4121 0.104 -0.097 -0.140 0.48
H 1.1768 4.6105 -1.5387 -0.308 0.078 0.100 0.50
H 2.4915 3.4808 -1.6654 -0.052 -0.090 -0.181 0.24
H 0.1561 3.0279 -0.2995 -0.077 -0.004 -0.100 -0.35
H 1.8923 3.1867 2.1992 0.011 0.206 -0.080 0.64
H 4.1601 3.7867 2.4328 0.224 0.151 0.110 0.36
H 4.2231 2.4612 3.6436 0.058 0.198 0.200 0.41
H 4.6711 2.1446 1.9838 0.276 0.062 -0.053 0.36
H 4.3498 -1.6708 1.2775 0.136 0.275 0.014 0.74
H 3.9812 -2.3175 -0.2870 -0.111 0.116 -0.292 0.54
H 2.8045 -3.9096 0.9797 -0.078 -0.072 -0.391 0.50
H 1.5632 -2.6597 1.1628 -0.124 -0.171 -0.412 0.42
H 2.7269 -3.9229 3.2400 -0.049 -0.192 -0.020 0.40
H 3.8287 -2.5852 3.1222 0.165 -0.048 -0.113 0.46
H 1.1818 -2.5994 4.2116 -0.345 0.174 0.097 0.57
H 1.2881 -1.3769 2.9148 -0.294 0.008 0.011 0.24
H 3.8290 -0.5825 6.5998 0.115 0.065 -0.121 0.31
H 2.3811 -0.5172 7.5962 -0.178 -0.056 0.110 0.36
H 2.8259 0.8807 6.6575 0.018 0.160 -0.116 0.26
H 2.4630 -2.4807 -1.4298 0.238 -0.006 0.177 0.74
H -0.1091 -1.2486 -1.5438 -0.150 0.186 -0.047 0.02
H 0.3635 -2.9077 -1.6236 0.052 -0.143 0.215 0.32
H -0.8638 -2.4370 -3.5970 -0.179 0.037 -0.059 0.41
H 0.2485 -1.1835 -4.1360 0.148 0.124 -0.086 0.45
H 0.7512 -2.9013 -3.9687 0.066 0.226 -0.244 0.49
H 1.0465 0.5269 -3.0904 0.246 -0.277 0.013 0.37
H 1.0186 2.1582 -2.5330 0.218 0.192 -0.078 0.64
H -1.0301 0.5310 -1.1767 -0.054 0.027 0.191 0.75
H -1.1664 0.5030 -2.8991 -0.038 -0.233 -0.035 0.23
H -2.1056 2.5630 -3.0016 -0.213 -0.013 -0.010 0.71
H -0.7928 3.2790 -2.1160 0.092 0.191 -0.025 0.31
H -2.7983 4.0216 2.2784 0.269 0.006 -0.310 0.46
H -5.1271 4.4422 3.5735 0.079 0.009 0.153 0.43
H -5.9177 4.4979 -0.5290 -0.130 0.051 0.005 0.41
C -7.6900 0.6010 2.4209 -0.037 0.006 0.122 -0.94
S -6.5857 0.4572 1.0143 0.008 0.086 -0.060 0.55
O -6.6269 -0.9576 0.5581 0.045 -0.075 0.009 -0.65
C -5.0627 0.6502 1.9458 0.103 0.045 0.116 -0.55
H -8.7072 0.4622 2.0618 0.011 -0.003 -0.051 0.34
H -7.4493 -0.1683 3.1547 0.026 -0.025 -0.041 0.31
H -7.5888 1.5951 2.8572 0.002 0.021 -0.046 0.33
H -4.9912 -0.1270 2.7074 -0.063 -0.034 -0.039 0.47
H -5.0349 1.6389 2.4054 -0.015 0.008 -0.047 0.18
H -4.2375 0.5528 1.2420 -0.019 -0.002 -0.028 -0.05
C 2.3369 -6.0039 -6.4129 0.102 0.019 -0.027 -0.97
S 0.7884 -6.0948 -5.5113 -0.041 -0.049 -0.019 0.39
O 0.5947 -4.7737 -4.8449 0.060 -0.182 -0.026 -0.53
C 1.3666 -7.2321 -4.2480 0.061 -0.047 0.059 -0.82
H 2.2065 -5.3001 -7.2320 -0.052 0.003 0.007 0.33
H 3.1270 -5.6548 -5.7479 -0.038 0.007 0.034 0.29
H 2.5800 -6.9880 -6.8124 -0.024 -0.006 -0.011 0.39
H 2.2220 -6.7990 -3.7297 -0.011 0.045 -0.023 0.28
H 1.6400 -8.1790 -4.7129 -0.021 -0.004 -0.013 0.40
H 0.5550 -7.3933 -3.5419 -0.028 0.033 -0.016 0.19
C -2.7096 -6.1141 -2.1651 -0.031 -0.103 -0.010 -1.04
S -2.0064 -4.4897 -1.8834 -0.129 -0.042 0.006 0.73
O -0.7684 -4.6923 -1.0705 0.014 0.005 0.081 -0.71
C -3.2837 -3.9182 -0.7577 -0.037 -0.034 0.067 -1.06
H -2.0369 -6.6611 -2.8219 0.024 0.050 -0.023 0.23
H -2.8080 -6.6388 -1.2151 0.028 0.046 0.024 0.36
H -3.6814 -6.0071 -2.6459 0.007 0.018 -0.020 0.40
H -3.3461 -4.5900 0.0981 0.039 -0.016 -0.014 0.38
H -4.2384 -3.8783 -1.2814 0.006 0.031 -0.010 0.41
H -3.0144 -2.9191 -0.4209 0.016 0.008 -0.031 0.23
```
Forces are in eV/Å.

The LUMO energy is -3.74 eV. The HOMO energy is -10.41 eV. Its gap between HOMO and LUMO is 6.67 eV. As for the net charge: +1.


| no. | energy (eV) |
| --- | --- |
| 1 | -27687.8447 |
| 2 | -8942.3507 |
| 3 | -7225.5703 |
| 4 | -9842.5821 |
| 5 | -77965.4629 |
| 6 | -178739.7661 |